{
  "formula": "ClH20O14",
  "method": "wB97M-V/def2-TZVPD",
  "charge": -1,
  "energy_ev": -41507.781,
  "e_above_lowest_kcal_mol": 21.9,
  "largest_force_ev_per_a": 3.32,
  "e_homo_ev": -6.914,
  "lumo_ev": 2.75,
  "symbols": ["Cl", "O", "O", "O", "O", "O", "H", "H", "O", "H", "H", "O", "H", "H", "O", "H", "H", "O", "H", "H", "O", "H", "H", "O", "H", "H", "O", "H", "H", "O", "H", "H", "O", "H", "H"],
  "positions_angstrom": [[-1.164, 0.205, -0.413], [-1.690, -0.164, -1.737], [-2.121, 1.088, 0.373], [-0.880, -1.033, 0.451], [0.081, 0.933, -0.614], [-0.167, 3.282, -2.528], [0.104, 2.869, -1.723], [-0.423, 4.168, -2.303], [-0.095, -0.613, -4.015], [0.644, -0.833, -3.438], [-0.732, -0.564, -3.308], [2.401, 2.502, 0.530], [2.456, 2.391, -0.434], [1.610, 2.064, 0.839], [1.695, -1.411, 0.766], [0.749, -1.271, 0.636], [1.846, -2.319, 0.945], [2.106, -0.680, -1.957], [2.337, -1.211, -1.178], [1.678, 0.094, -1.600], [-0.599, -3.500, -1.182], [-0.915, -2.635, -0.878], [-0.349, -3.467, -2.124], [-2.018, -3.306, 1.846], [-1.818, -2.680, 1.178], [-1.716, -4.055, 1.389], [-1.456, 0.230, 3.038], [-1.225, -0.696, 2.980], [-1.925, 0.619, 2.332], [-0.253, 2.606, 1.794], [-0.849, 2.334, 1.081], [-0.678, 3.354, 2.197], [1.412, 0.612, 2.545], [0.560, 1.138, 2.633], [1.404, -0.066, 1.868]]
}



{
  "formula": "C5H9P",
  "method": "wB97M-V/def2-TZVPD",
  "multiplicity": 3,
  "energy_ev": -14610.785,
  "e_above_lowest_kcal_mol": 90.9,
  "largest_force_ev_per_a": 7.67,
  "e_homo_ev": [-5.055, -9.287],
  "lumo_ev": [1.08, -2.44],
  "symbols": ["C", "C", "C", "C", "C", "P", "H", "H", "H", "H", "H", "H", "H", "H", "H"],
  "positions_angstrom": [[-0.840, -0.714, -0.831], [1.175, 0.814, 1.015], [-0.080, 0.962, 1.850], [0.840, -0.205, 2.055], [-0.757, -0.222, -2.477], [-0.942, -0.544, 1.337], [-1.789, -1.285, -0.840], [-0.131, -1.444, -0.723], [1.041, 0.586, -0.006], [2.144, 1.400, 1.166], [-0.139, 1.689, 2.609], [1.405, -0.709, 2.922], [-1.635, -0.517, -3.019], [-0.566, 0.852, -2.439], [0.273, -0.664, -2.618]]
}